Entry 1:
DFT (ωB97M-V with the def2-TZVPD basis set) results for a molecular structure, C19H43CoN5O26S4 at a distorted geometry.

CARTESIAN COORDINATES (ANGSTROEM)
Co (-2.056, 1.238, 1.270)
O (-1.359, 1.078, -0.709)
C (-0.040, 0.465, -0.499)
C (0.241, -0.401, 0.736)
O (-0.427, 0.019, 1.895)
H (0.697, 1.239, -0.714)
H (-0.031, -0.211, -1.354)
H (1.321, -0.364, 0.884)
H (-0.050, -1.415, 0.462)
C (1.555, -3.670, 0.799)
N (1.972, -5.117, 0.761)
O (1.198, -5.976, 0.261)
O (3.022, -5.445, 1.340)
H (1.505, -3.473, -0.272)
H (2.359, -3.028, 1.157)
H (0.618, -3.577, 1.348)
C (-0.990, -1.863, -4.109)
N (0.510, -1.932, -3.997)
O (1.117, -1.431, -4.967)
O (1.058, -2.440, -3.000)
H (-1.345, -2.867, -4.345)
H (-1.260, -1.017, -4.741)
H (-1.313, -1.636, -3.094)
C (2.440, 4.294, -0.838)
N (1.679, 4.535, -2.063)
O (0.450, 4.801, -2.058)
O (2.362, 4.336, -3.071)
H (2.737, 5.208, -0.324)
H (3.267, 3.643, -1.124)
H (1.716, 3.780, -0.205)
C (4.099, 0.233, 2.376)
C (2.991, 1.231, 2.632)
O (3.585, 2.243, 3.411)
S (5.189, 1.988, 3.882)
O (5.319, 1.940, 5.386)
O (6.154, 2.845, 3.163)
O (5.149, 0.431, 3.298)
H (4.603, 0.419, 1.428)
H (3.707, -0.777, 2.499)
H (2.288, 0.669, 3.247)
H (2.492, 1.601, 1.737)
C (3.546, -0.131, -1.567)
C (4.238, -0.803, -2.804)
O (5.647, -0.521, -2.844)
S (5.957, 0.905, -2.047)
O (5.737, 2.081, -2.848)
O (7.179, 0.817, -1.250)
O (4.603, 0.641, -1.049)
H (3.188, -0.795, -0.781)
H (2.659, 0.441, -1.840)
H (3.788, -0.455, -3.734)
H (4.144, -1.887, -2.740)
C (0.510, -3.150, 5.723)
C (0.459, -2.701, 4.209)
O (1.774, -2.202, 3.872)
S (2.880, -3.106, 4.613)
O (4.085, -2.290, 4.880)
O (2.984, -4.318, 3.835)
O (1.950, -3.239, 5.995)
H (0.115, -4.160, 5.840)
H (-0.024, -2.515, 6.430)
H (-0.353, -2.028, 3.934)
H (0.074, -3.547, 3.641)
C (-1.274, 3.217, -3.838)
C (-2.334, 2.078, -3.904)
O (-2.589, 1.867, -5.320)
S (-1.360, 2.523, -6.204)
O (-1.913, 3.000, -7.480)
O (-0.292, 1.543, -6.247)
O (-1.035, 3.706, -5.048)
H (-0.357, 2.795, -3.428)
H (-1.707, 3.987, -3.200)
H (-3.253, 2.426, -3.433)
H (-1.920, 1.203, -3.403)
C (-4.189, -1.261, 0.723)
O (-3.606, -0.288, 1.074)
N (-3.887, -2.472, 1.252)
C (-4.361, -3.746, 0.733)
C (-2.597, -2.652, 2.065)
H (-5.021, -1.233, 0.002)
H (-4.661, -4.414, 1.540)
H (-3.510, -4.278, 0.306)
H (-5.182, -3.617, 0.028)
H (-2.440, -3.614, 2.553)
H (-1.689, -2.431, 1.503)
H (-2.726, -1.940, 2.880)
C (-4.585, 3.116, -0.005)
O (-3.630, 2.539, 0.529)
N (-5.846, 2.969, 0.397)
C (-6.925, 3.466, -0.433)
C (-6.084, 2.225, 1.619)
H (-4.363, 3.780, -0.855)
H (-7.476, 2.622, -0.849)
H (-6.624, 4.118, -1.253)
H (-7.730, 4.084, -0.038)
H (-5.241, 1.867, 2.210)
H (-6.660, 2.852, 2.300)
H (-6.602, 1.329, 1.274)

Summary:
Total charge: -1
HOMO (spin up / spin down), Eh: -0.0372 / -0.2008
<S²>: 6.01
Multiplicity: 5
Total energy, Ha: -5954.71584
Orbital gap (spin up / spin down), eV: 2.5028 / 6.9538

=====

Entry 2:
DFT (ωB97M-V with the def2-TZVPD basis set) results for C17H20N2O3 in the gas phase at a distorted geometry.

CARTESIAN COORDINATES (ANGSTROEM)
O (-0.193, -3.905, 0.313)
O (4.855, 2.843, -1.590)
O (2.502, 3.295, -0.399)
C (-0.598, -2.788, 0.004)
C (-2.019, -1.050, -0.292)
C (-3.160, -0.307, -0.442)
C (1.457, -1.527, -0.480)
C (0.131, -1.542, -0.288)
C (4.441, 0.450, -1.572)
C (3.585, -0.611, -1.301)
C (1.978, 0.936, -0.416)
C (4.069, 1.759, -1.284)
C (2.839, 2.004, -0.681)
C (2.314, -0.371, -0.740)
N (-0.760, -0.486, -0.385)
N (-1.932, -2.417, -0.017)
C (3.119, 4.497, 1.513)
C (2.024, 3.681, 0.910)
C (-4.537, -0.860, -0.198)
C (-3.035, -3.369, 0.044)
C (-4.608, -1.590, 1.148)
C (-4.045, -3.057, 1.169)
H (4.344, 3.606, -1.313)
H (-3.020, 0.760, -0.685)
H (1.975, -2.491, -0.456)
H (5.402, 0.227, -2.049)
H (3.926, -1.605, -1.466)
H (1.068, 1.203, 0.059)
H (-0.543, 0.365, -0.917)
H (4.114, 4.077, 1.273)
H (2.988, 4.564, 2.597)
H (3.110, 5.495, 1.068)
H (1.095, 4.279, 0.809)
H (1.808, 2.869, 1.608)
H (-4.914, -1.484, -1.007)
H (-5.229, -0.014, -0.147)
H (-2.698, -4.398, 0.153)
H (-3.582, -3.382, -0.908)
H (-5.670, -1.669, 1.388)
H (-4.114, -0.907, 1.867)
H (-4.852, -3.770, 0.960)
H (-3.634, -3.311, 2.149)

Summary:
SMILES: CCOc1cc(/C=c2\[nH]c3n(c2=O)CCCCC=3)ccc1O
HOMO, Eh: -0.2645
Total energy, Ha: -995.00755
Orbital gap, eV: 7.5490
Energy relative to the best compared isomer or geometry (same formula, charge and spin), kJ/mol: 256.0

=====

Entry 3:
DFT (ωB97M-V with the def2-TZVPD basis set) results for a molecular structure, C16H41N3O6V at a distorted geometry.

CARTESIAN COORDINATES (ANGSTROEM)
O (2.494, 0.089, -0.092)
V (1.060, -0.270, -0.621)
C (-3.841, 3.927, 3.665)
O (-3.140, 3.613, 2.393)
C (-3.484, 4.468, 1.271)
C (-2.822, 3.838, 0.019)
N (-1.352, 3.476, 0.356)
C (-0.556, 4.725, 0.277)
C (0.035, 4.816, -1.171)
O (0.695, 3.653, -1.614)
C (1.768, 3.988, -2.510)
H (-4.924, 3.934, 3.544)
H (-3.552, 4.855, 4.158)
H (-3.548, 3.063, 4.262)
H (-3.047, 5.436, 1.519)
H (-4.512, 4.536, 0.917)
H (-2.937, 4.524, -0.819)
H (-3.257, 2.992, -0.514)
H (-1.441, 3.316, 1.349)
H (0.145, 4.876, 1.097)
H (-1.054, 5.616, 0.659)
H (0.624, 5.733, -1.141)
H (-0.699, 4.995, -1.957)
H (2.539, 4.544, -1.976)
H (1.260, 4.601, -3.255)
H (2.204, 3.077, -2.922)
C (-2.696, -2.331, -0.291)
O (-1.702, -2.186, -1.336)
C (-2.260, -2.847, -2.498)
C (-1.292, -3.002, -3.601)
N (-0.557, -1.727, -3.774)
C (0.585, -1.651, -4.771)
C (1.725, -2.655, -4.478)
O (2.355, -2.175, -3.285)
C (3.598, -2.715, -2.932)
H (-3.446, -1.625, -0.644)
H (-2.326, -2.059, 0.698)
H (-3.150, -3.285, -0.023)
H (-3.041, -2.147, -2.794)
H (-2.629, -3.869, -2.406)
H (-1.695, -3.299, -4.570)
H (-0.541, -3.780, -3.460)
H (-1.185, -1.036, -4.160)
H (0.895, -0.628, -4.984)
H (0.203, -1.910, -5.758)
H (2.342, -2.856, -5.354)
H (1.433, -3.666, -4.194)
H (4.400, -2.235, -3.492)
H (3.690, -3.799, -2.999)
H (3.783, -2.492, -1.881)
C (3.700, -3.149, 3.527)
C (2.120, -3.546, 3.548)
C (1.242, -2.710, 4.466)
O (1.077, -1.366, 3.775)
C (0.945, -0.476, 4.827)
N (1.669, -3.393, 2.153)
H (3.844, -2.182, 3.044)
H (4.381, -3.862, 3.061)
H (4.129, -3.016, 4.521)
H (2.068, -4.589, 3.861)
H (1.493, -2.687, 5.527)
H (0.246, -3.128, 4.609)
H (0.962, 0.566, 4.507)
H (1.781, -0.401, 5.523)
H (-0.030, -0.557, 5.307)
H (2.383, -3.977, 1.741)
H (0.845, -3.974, 2.097)

Summary:
Total charge: +2
HOMO (spin up / spin down), Eh: -0.5193 / -0.5079
<S²>: 1.15
Multiplicity: 2
Total energy, Ha: -2192.91835
Orbital gap (spin up / spin down), eV: 3.5836 / 3.5286
Energy relative to the best compared isomer or geometry (same formula, charge and spin), kJ/mol: 1128.9

=====

Entry 4:
DFT (ωB97M-V with the def2-TZVPD basis set) results for a molecular structure, C14H14N3O2SbSe4SnTe.

CARTESIAN COORDINATES (ANGSTROEM)
Sn (0.834, 0.351, 0.500)
O (3.780, -1.239, -2.041)
C (2.970, -1.023, -1.189)
N (2.485, 0.222, -0.778)
C (3.214, 1.378, -1.080)
O (3.945, 1.552, -2.010)
C (3.034, 2.449, -0.021)
C (3.783, 3.607, -0.061)
C (3.608, 4.540, 0.952)
C (2.680, 4.293, 1.954)
C (1.953, 3.118, 1.914)
N (2.141, 2.211, 0.949)
C (2.412, -2.154, -0.350)
C (2.811, -3.455, -0.571)
C (2.284, -4.452, 0.238)
C (1.365, -4.119, 1.224)
C (1.004, -2.795, 1.376)
N (1.534, -1.834, 0.612)
H (4.486, 3.746, -0.871)
H (4.191, 5.451, 0.961)
H (2.520, 4.996, 2.759)
H (1.213, 2.884, 2.669)
H (3.523, -3.655, -1.360)
H (2.585, -5.482, 0.100)
H (0.933, -4.873, 1.866)
H (0.279, -2.483, 2.119)
C (-5.451, 2.824, -1.768)
Te (-3.859, 1.457, -1.520)
C (-4.817, 0.354, 0.005)
H (-6.299, 2.289, -2.196)
H (-5.128, 3.618, -2.435)
H (-5.711, 3.219, -0.787)
H (-5.372, 1.051, 0.629)
H (-4.066, -0.187, 0.575)
H (-5.496, -0.347, -0.481)
Se (-3.629, -2.761, -2.006)
Sb (-4.399, -4.187, 0.055)
Se (-3.203, -3.578, 1.945)
Se (-6.288, -5.296, -0.664)
Se (-1.853, -1.691, -1.211)

Summary:
Total charge: +2
HOMO (spin up / spin down), Eh: -0.5013 / -0.5051
Total energy, Ha: -11184.37874
Orbital gap (spin up / spin down), eV: 5.6993 / 4.4945
Energy relative to the best compared isomer or geometry (same formula, charge and spin), kJ/mol: 321.4

=====

Entry 5:
DFT (ωB97M-V with the def2-TZVPD basis set) results for 2 unconnected molecules or ions with the total composition C5H10S2 at a distorted geometry.

CARTESIAN COORDINATES (ANGSTROEM)
C (-0.397, -0.693, 0.239)
C (-1.181, -1.851, -0.417)
C (0.086, -1.950, 0.303)
C (-0.879, 2.965, -1.746)
C (2.238, -1.602, 1.740)
S (-0.982, 3.021, 0.157)
S (1.212, -2.982, 1.097)
H (-0.279, 0.367, 0.353)
H (-1.365, 1.694, 0.179)
H (-1.979, -2.319, 0.187)
H (-1.199, -2.105, -1.425)
H (-0.267, 2.266, -2.157)
H (-0.612, 4.010, -1.799)
H (-1.837, 2.962, -2.115)
H (3.034, -2.139, 2.325)
H (1.787, -0.678, 2.206)
H (2.619, -0.967, 0.875)

Summary:
SMILES: CSC1=CC1.CS
HOMO, Eh: -0.3039
Total energy, Ha: -992.72537
Orbital gap, eV: 9.0372
Energy relative to the best compared isomer or geometry (same formula, charge and spin), kJ/mol: 362.1